Density functional theory data (ωB97M-V with the def2-TZVPD basis set) for a molecular structure, C14H43F3N23O12.

Geometry as ORCA input:
```
! RIJCOSX wB97M-V def2-TZVPD def2/J DEFGRID3
* xyz 1 1
O -2.98691 -8.42782 -1.95254
N -3.38686 -7.65349 -2.61990
O -2.07443 -7.13603 -3.67272
N -1.56348 -5.99982 -3.29737
N -1.86927 -4.85865 -3.83748
N -1.12205 -3.94921 -3.24433
C -0.37161 -4.48906 -2.30024
C 0.54295 -3.78724 -1.39870
C 0.81265 -2.33229 -1.82666
O 0.18057 -1.35746 -1.06403
C 0.64998 -1.20376 0.25320
C -0.00115 0.01664 0.78732
F -0.02148 1.02287 -0.10746
F 0.55816 0.47868 1.88329
F -1.31296 -0.18699 1.08866
N -0.64216 -5.81501 -2.33812
H 1.47438 -4.34019 -1.36361
H 0.10102 -3.82327 -0.40857
H 1.88873 -2.19059 -1.82660
H 0.46521 -2.17052 -2.83595
H 1.72234 -1.14168 0.31671
H 0.30815 -2.02304 0.88321
H -0.26607 -6.57795 -1.79427
C -3.24003 2.69559 -1.96559
O -2.45811 3.61556 -2.14446
N -2.88549 1.60954 -1.19426
N -4.49299 2.67940 -2.49681
H -3.49078 0.82806 -1.02237
H -1.95767 1.61212 -0.81276
H -4.76051 3.46080 -3.06406
H -5.13497 1.91790 -2.38377
C -4.45336 2.42611 2.68212
O -5.12408 2.76768 3.63823
N -3.51074 1.43247 2.76170
N -4.57180 3.02326 1.44915
H -2.95421 1.13148 1.98472
H -3.38046 0.99782 3.65450
H -5.25158 3.75424 1.35960
H -4.00596 2.77262 0.65549
C -4.71198 -2.28497 -0.20761
O -5.47528 -1.64234 0.48965
N -3.39740 -1.90909 -0.37030
N -5.10623 -3.42540 -0.85468
H -2.74200 -2.40028 -0.94289
H -3.10347 -1.07486 0.10262
H -6.06784 -3.68196 -0.75410
H -4.53277 -4.01195 -1.42681
C -2.05578 6.25546 4.38977
O -1.70419 6.90081 5.35976
N -1.50556 6.44858 3.14425
N -3.02586 5.28978 4.45451
H -1.79030 5.93552 2.33415
H -0.80365 7.15695 3.05430
H -3.45834 5.12705 5.34256
H -3.32505 4.74433 3.66916
C 4.56317 -0.19729 1.43043
O 3.39811 -0.35481 1.04085
N 5.63994 -0.54972 0.68798
N 4.83802 0.35712 2.63855
H 6.59266 -0.42737 0.98491
H 5.48841 -0.97004 -0.20684
H 4.06877 0.65316 3.20597
H 5.78933 0.47669 2.95112
C 8.27408 2.27670 2.49969
O 7.63612 1.23263 2.65814
N 8.54579 2.75271 1.25825
N 8.73208 2.99792 3.55678
H 9.05612 3.59915 1.09304
H 8.20612 2.22459 0.47578
H 8.52752 2.65682 4.47654
H 9.24361 3.85383 3.45678
C 9.46077 -1.22773 0.24303
O 8.29537 -1.36660 -0.10986
N 10.49660 -1.68049 -0.52897
N 9.80766 -0.62284 1.41459
H 11.45902 -1.58731 -0.26854
H 10.26532 -2.12993 -1.39313
H 9.07343 -0.25104 1.99940
H 10.76069 -0.51629 1.70435
C -1.16438 7.55974 -1.48042
O -1.19453 8.43486 -0.63286
N -1.51205 6.26379 -1.22226
N -0.77468 7.81356 -2.77504
H -1.50059 5.51912 -1.89640
H -1.80247 6.05485 -0.28909
H -0.51548 8.75403 -2.99842
H -0.74646 7.11015 -3.48679
C -6.80117 -6.54286 -2.54573
O -5.83063 -5.81095 -2.36913
N -6.66474 -7.84883 -2.94327
N -8.07019 -6.12963 -2.30618
H -7.42934 -8.49281 -3.01890
H -5.73983 -8.19081 -3.07937
H -8.20641 -5.18362 -2.00469
H -8.87307 -6.71682 -2.42992
*
```


Density functional theory data (ωB97M-V with the def2-TZVPD basis set) for a molecular structure, C14H43F6N3O12P3Sr2.

Geometry as ORCA input:
```
! RIJCOSX wB97M-V def2-TZVPD def2/J DEFGRID3
* xyz 1 1
Sr 3.72551 1.00593 0.04978
Sr 3.22246 -5.09179 0.76951
O 1.69908 -0.51639 -0.10210
P 1.04023 -1.70742 0.43170
O 1.70500 -3.00792 0.62432
F -0.18743 -1.96811 -0.51503
F 0.18637 -1.39886 1.71020
O 3.82458 -0.83384 1.65091
P 3.88551 -1.88499 2.68240
O 4.20683 -3.29866 2.41923
F 2.50323 -1.83409 3.44399
F 4.79593 -1.36850 3.83460
O 4.41777 -3.32463 -0.49020
P 4.99969 -2.35302 -1.44052
O 4.83236 -0.90580 -1.22425
F 4.59127 -2.71118 -2.88441
F 6.53971 -2.61629 -1.47450
O -1.12585 -3.83774 3.19190
H -0.91651 -3.17163 2.52783
H -1.31031 -3.32561 3.98552
O 1.75704 -4.69625 2.65914
H 1.31960 -5.16585 3.37660
H 1.32991 -3.83165 2.62744
C -1.05697 -2.75910 -4.26827
C -0.78219 -4.06787 -3.56992
O 0.15104 -3.92809 -2.49141
H -0.20546 -2.39065 -4.84304
H -1.28723 -1.95062 -3.56967
H -1.90776 -2.88549 -4.94046
H -0.36193 -4.79075 -4.27112
H -1.67752 -4.56407 -3.18167
H -0.27517 -3.46186 -1.76369
C 0.57387 4.41648 -1.45049
C 1.19710 3.05900 -1.17579
C 1.78082 2.50189 -2.46059
O 2.29196 1.20391 -2.21725
C 2.48093 0.40074 -3.37328
N 2.31215 3.16146 -0.18423
H 0.10632 4.39255 -2.44003
H 1.25283 5.26860 -1.53070
H -0.18164 4.67577 -0.70888
H 0.48544 2.32712 -0.79390
H 2.58558 3.11910 -2.88680
H 0.99605 2.46363 -3.22573
H 3.23479 0.77052 -4.07345
H 1.52261 0.31032 -3.89415
H 2.77550 -0.58542 -3.02591
H 1.91746 3.36691 0.74000
H 2.81866 4.02346 -0.38284
C -2.64101 0.49389 -0.45801
C -3.83452 -0.38920 -0.72761
C -5.02441 0.34364 -1.29263
O -6.22107 -0.35671 -1.04631
C -7.32293 0.29030 -1.64482
N -3.42283 -1.54199 -1.57483
H -2.85232 1.47424 -0.02863
H -2.12501 0.76876 -1.38884
H -1.92429 -0.01647 0.18464
H -4.19243 -0.76682 0.24291
H -4.92025 0.44729 -2.38539
H -5.08115 1.36622 -0.88881
H -7.15415 0.44928 -2.71616
H -7.50156 1.25475 -1.15594
H -8.18887 -0.35607 -1.52607
H -3.86592 -2.39932 -1.25245
H -2.47290 -1.70516 -1.23474
C 0.43409 1.71236 4.61170
C -0.53954 2.10580 3.49573
C 0.19261 2.65399 2.28319
O 1.23399 3.56884 2.47995
C 0.77736 4.79669 3.05860
N -1.37517 0.99045 3.03501
H 1.22383 1.05345 4.24067
H -0.09981 1.27266 5.45095
H 0.94726 2.61519 4.95756
H -1.25427 2.81856 3.91928
H -0.55940 2.96863 1.54033
H 0.58714 1.74226 1.79773
H 1.56585 5.27260 3.63258
H -0.03931 4.61929 3.76029
H 0.38772 5.41222 2.24434
H -1.78601 0.52696 3.83990
H -0.73998 0.28018 2.67512
*
```


Density functional theory data (ωB97M-V with the def2-TZVPD basis set) for a molecular structure, C14H43N9Na3O12.

Geometry as ORCA input:
```
! RIJCOSX wB97M-V def2-TZVPD def2/J DEFGRID3
* xyz 1 1
Na -16.57240 -13.10551 -22.86516
Na -17.07090 -9.76342 -22.43413
Na -20.75962 -10.17550 -22.19281
C -19.33050 -12.28206 -23.70754
O -18.82543 -13.36103 -24.17033
O -20.54192 -11.93984 -23.96316
O -18.59105 -11.54780 -22.94693
C -10.65304 -14.05905 -20.88530
O -12.05981 -14.00877 -20.96127
C -12.63971 -13.09270 -20.06987
C -14.08760 -12.92732 -20.47273
N -14.28877 -12.64122 -21.88866
C -13.71526 -11.37381 -22.35274
C -14.13951 -11.11297 -23.78432
O -15.55715 -11.12736 -23.92167
C -15.94848 -10.98265 -25.29316
H -10.17900 -13.09719 -21.10062
H -10.32902 -14.80823 -21.60444
H -10.32705 -14.40503 -19.89699
H -12.07062 -12.14765 -20.07509
H -12.55641 -13.44724 -19.03283
H -14.64948 -12.23941 -19.84248
H -14.56074 -13.90319 -20.30879
H -13.88222 -13.35399 -22.48750
H -12.62504 -11.36911 -22.27390
H -14.10932 -10.54618 -21.74691
H -13.66924 -11.85406 -24.44775
H -13.74815 -10.15552 -24.15138
H -15.59911 -10.03269 -25.70621
H -17.03247 -11.05305 -25.35194
H -15.52820 -11.79099 -25.89680
C -18.05341 -15.84967 -21.63220
O -17.42678 -14.81817 -21.33802
N -18.89561 -15.88737 -22.69325
N -17.91595 -16.99740 -20.92733
H -19.02977 -15.03186 -23.22383
H -19.48127 -16.68066 -22.88235
H -18.36333 -17.84656 -21.22075
H -17.24837 -17.03061 -20.18030
C -16.51660 -15.94165 -26.47893
O -15.67977 -16.82960 -26.47826
N -16.94389 -15.34590 -25.31914
N -17.10250 -15.43701 -27.59826
H -16.46378 -15.54346 -24.46096
H -17.60965 -14.59527 -25.27676
H -17.68961 -14.61134 -27.57753
H -16.80284 -15.82339 -28.47398
C -25.02625 -11.62321 -23.22972
O -24.94994 -10.53469 -23.77976
N -26.12282 -12.00319 -22.49097
N -23.99077 -12.51894 -23.23282
H -26.08435 -12.84023 -21.93860
H -26.84734 -11.32941 -22.33465
H -23.16373 -12.20954 -23.70351
H -24.00273 -13.31288 -22.61889
C -21.20103 -8.54630 -25.12972
O -20.28557 -8.37670 -24.30311
N -21.69508 -9.76079 -25.44571
N -21.74595 -7.48825 -25.78018
H -21.32187 -10.62281 -25.06196
H -22.56634 -9.80674 -25.94882
H -21.43130 -6.57857 -25.50178
H -22.37351 -7.62805 -26.54959
C -19.43071 -11.88310 -27.24260
O -18.55915 -12.96461 -26.92454
H -20.47813 -12.18143 -27.21278
H -19.24571 -11.03687 -26.56837
H -19.17143 -11.51063 -28.23408
H -18.72638 -13.16095 -25.98285
C -20.62770 -13.58420 -20.66137
O -21.65307 -13.69373 -21.63195
H -20.95451 -13.06009 -19.75708
H -20.25463 -14.54564 -20.29725
H -19.76305 -13.07335 -21.09646
H -21.31584 -13.30087 -22.44680
C -21.36039 -15.08691 -25.44494
O -21.88961 -13.78064 -25.58361
H -21.28995 -15.37489 -24.38887
H -22.00008 -15.80228 -25.95724
H -20.35715 -15.16285 -25.88190
H -21.43710 -13.21966 -24.93786
*
```


no.,electronic energy (Eh),Kohn-Sham gap (eV)
1,-3021.06037,4.1
2,-3311.59743,7.8
3,-2441.95098,7.0